Record 1
Molecular formula: C4H7NO3
Method: DFT, ωB97M-V/def2-TZVPD

Structure (XYZ):
```
15
Properties=species:S:1:pos:R:3:forces:R:3:nbo_charge:R:1
C -2.821 1.564 -0.722 0.36 0.67 -0.20 -0.308
O -1.360 1.516 -0.909 -1.88 -0.19 2.97 -0.546
C -0.741 0.664 0.062 1.69 2.13 -4.65 0.129
C 0.566 0.660 -0.281 1.16 0.16 -1.39 -0.345
C 1.569 -0.469 0.030 2.29 1.37 -0.22 0.606
O 2.842 -0.480 -0.263 -5.74 -0.14 1.21 -0.624
N 1.019 -1.524 0.755 5.35 -1.81 0.24 -0.331
O -0.233 -1.848 1.136 -1.59 1.23 2.35 -0.519
H -3.212 2.061 0.364 1.28 -1.37 -2.94 0.187
H -3.033 0.345 -0.733 -0.81 3.49 -0.47 0.198
H -3.080 2.407 -1.654 -0.09 -3.19 2.71 0.236
H -1.381 0.006 0.572 -0.46 -0.49 0.88 0.204
H 0.768 1.514 -1.169 0.04 -2.73 2.77 0.267
H 1.814 -2.257 1.010 -2.48 1.90 -0.70 0.383
H -0.433 -1.435 2.079 0.88 -1.04 -2.56 0.462
```
Positions in Å, forces in eV/Å.

Results
HOMO energy	-0.3406	Eh
SMILES	CO/C=C/C(=O)NO
LUMO energy	0.0107	Eh
charge	0

---

Record 2
Molecular formula: C35H34F6N3O4PbS3Sb2
Method: DFT, ωB97M-V/def2-TZVPD

Structure (XYZ):
```
88
Properties=species:S:1:pos:R:3:forces:R:3:lowdin_charge:R:1
Pb -0.131 -0.139 -0.347 0.35 0.36 -0.48 0.894
F 3.885 -0.760 -2.822 -0.03 -0.03 -0.03 0.156
C 4.383 0.387 -2.374 -0.10 0.02 -0.01 -0.688
F 4.849 1.093 -3.387 0.07 0.05 -0.02 0.173
F 5.360 0.136 -1.509 0.05 -0.05 0.00 0.153
S 3.073 1.334 -1.482 -0.22 0.01 -0.01 0.590
O 2.501 0.340 -0.579 0.01 0.19 -0.03 -0.464
O 3.747 2.448 -0.886 -0.08 -0.07 0.02 -0.249
N 2.039 1.870 -2.540 0.22 -0.24 -0.11 -0.300
S 1.234 0.983 -3.591 0.12 -0.29 0.20 0.584
O 1.885 0.839 -4.851 -0.13 0.05 0.21 -0.227
O 0.611 -0.189 -2.996 0.15 0.26 -0.18 -0.437
C -0.164 2.153 -3.837 -0.04 -0.06 -0.06 -0.685
F -1.110 1.546 -4.535 -0.02 0.03 -0.07 0.166
F -0.692 2.507 -2.645 0.00 0.00 0.09 0.087
F 0.231 3.246 -4.462 -0.01 0.11 0.00 0.167
C -0.295 -4.233 1.237 -0.11 0.07 -0.04 -0.363
C -1.758 -4.165 1.694 0.02 0.01 -0.04 -0.359
C -2.766 -3.732 0.626 0.17 -0.01 0.04 -0.367
Sb -2.838 -1.647 0.150 -0.27 -0.10 0.39 1.399
C -4.567 -1.707 -1.063 0.07 0.03 -0.12 -0.391
C -5.761 -1.133 -0.638 -0.02 -0.07 -0.06 -0.115
C -6.889 -1.223 -1.444 0.02 0.00 0.00 -0.072
C -6.826 -1.879 -2.665 0.01 0.01 0.01 -0.072
C -5.632 -2.447 -3.091 0.01 0.00 0.02 -0.077
C -4.500 -2.357 -2.294 -0.06 0.06 0.01 -0.138
C -3.649 -0.866 1.944 0.00 0.06 0.05 -0.400
C -4.065 -1.674 3.001 -0.03 0.07 -0.04 -0.115
C -4.571 -1.099 4.160 0.01 -0.02 -0.04 -0.068
C -4.668 0.282 4.269 0.01 0.01 -0.01 -0.070
C -4.262 1.093 3.218 0.01 -0.02 -0.02 -0.072
C -3.751 0.521 2.060 -0.01 -0.08 0.07 -0.183
Sb 0.846 -2.429 1.453 0.04 -0.35 0.12 1.438
C 0.739 -2.252 3.549 -0.04 0.19 0.03 -0.386
C 0.321 -1.045 4.106 -0.04 -0.09 0.05 -0.130
C 0.244 -0.915 5.488 0.00 -0.02 -0.02 -0.072
C 0.586 -1.982 6.305 0.00 -0.01 -0.02 -0.071
C 1.006 -3.185 5.748 -0.01 0.01 0.00 -0.072
C 1.085 -3.322 4.370 -0.01 0.04 0.06 -0.117
C 2.785 -3.225 1.140 0.06 0.04 -0.05 -0.365
C 3.817 -2.382 0.730 -0.04 -0.02 0.06 -0.123
C 5.098 -2.888 0.548 -0.03 0.02 0.00 -0.068
C 5.354 -4.232 0.773 -0.03 -0.02 0.01 -0.068
C 4.330 -5.075 1.183 -0.01 0.01 0.01 -0.072
C 3.047 -4.576 1.364 0.07 0.06 -0.05 -0.127
H -0.199 -4.569 0.203 -0.04 -0.04 0.02 0.069
H 0.235 -4.950 1.861 0.02 -0.04 0.00 0.040
H -1.838 -3.533 2.583 -0.02 0.00 0.03 0.081
H -2.046 -5.167 2.024 0.00 0.00 0.00 0.115
H -3.787 -3.972 0.927 -0.01 -0.03 0.01 0.064
H -2.579 -4.254 -0.315 -0.04 -0.03 0.01 0.061
H -5.823 -0.628 0.318 0.01 0.00 0.00 0.093
H -7.820 -0.781 -1.113 0.01 0.00 -0.01 0.110
H -7.707 -1.946 -3.289 0.00 0.00 0.00 0.109
H -5.581 -2.957 -4.044 0.00 0.01 0.01 0.109
H -3.571 -2.796 -2.643 0.00 0.00 0.01 0.097
H -4.011 -2.753 2.930 0.01 -0.01 0.00 0.090
H -4.898 -1.732 4.975 0.02 0.01 -0.01 0.110
H -5.061 0.726 5.173 0.00 -0.01 -0.01 0.109
H -4.337 2.169 3.300 0.00 -0.02 -0.01 0.111
H -3.436 1.168 1.247 0.00 -0.01 0.01 0.067
H 0.051 -0.205 3.475 0.02 0.00 0.01 0.050
H -0.081 0.023 5.922 0.00 -0.02 -0.01 0.109
H 0.529 -1.879 7.381 0.00 0.00 -0.01 0.109
H 1.277 -4.015 6.388 -0.01 0.02 -0.01 0.110
H 1.426 -4.261 3.948 0.01 0.01 0.00 0.095
H 3.631 -1.331 0.552 0.00 -0.04 -0.01 0.068
H 5.892 -2.228 0.225 -0.01 -0.01 0.01 0.107
H 6.352 -4.626 0.628 -0.01 0.00 0.00 0.110
H 4.526 -6.125 1.362 0.00 0.02 -0.01 0.110
H 2.266 -5.258 1.674 -0.02 -0.01 0.01 0.082
C 1.973 5.087 -1.436 -0.03 0.00 0.02 0.016
C 1.909 4.455 -0.089 -0.09 0.04 -0.24 -0.256
C 2.777 4.680 0.942 0.11 0.00 0.11 0.042
C 2.650 3.907 2.096 0.02 -0.04 0.06 -0.266
N 1.665 3.012 2.256 -0.14 0.00 -0.12 0.137
C 0.785 2.856 1.284 0.15 0.08 0.09 -0.759
S -0.629 1.866 1.463 -0.01 -0.11 0.15 0.528
N 0.925 3.555 0.125 -0.02 -0.07 -0.09 0.127
C 3.618 4.027 3.225 -0.06 -0.03 0.00 -0.004
H 2.810 5.776 -1.494 0.01 0.02 0.01 0.099
H 1.050 5.629 -1.654 0.00 0.00 0.02 0.105
H 2.102 4.309 -2.193 0.00 0.03 0.05 0.073
H 3.585 5.387 0.824 -0.02 -0.01 0.02 0.136
H 0.266 3.355 -0.619 -0.01 0.06 -0.01 0.126
H 4.436 4.704 2.994 -0.01 0.00 -0.01 0.085
H 4.012 3.038 3.463 0.00 0.02 -0.01 0.097
H 3.091 4.382 4.112 0.01 0.00 -0.01 0.099
```
Positions in Å, forces in eV/Å.

Results
HOMO energy	-0.3978	Eh
LUMO energy	-0.1160	Eh
charge	+1

---

Record 3
Molecular formula: C22H49EuN2P3SSe
Method: DFT, ωB97M-V/def2-TZVPD

Structure (XYZ):
```
79
Properties=species:S:1:pos:R:3:forces:R:3:lowdin_charge:R:1
Eu 2.709 2.198 -0.323 -0.46 -1.65 0.03 1.301
P -2.029 -2.790 0.452 -0.87 -0.04 0.05 0.660
P 1.210 0.508 2.026 0.27 -0.09 0.98 0.719
P 0.694 0.494 -2.038 -0.46 -0.07 -0.06 0.705
H 4.905 3.795 0.283 -0.53 0.61 -0.26 0.031
C 4.130 4.117 -0.435 1.71 0.30 -0.58 -0.370
C 2.930 4.683 -0.056 -1.08 0.51 0.77 -0.309
H 2.679 4.849 1.006 0.29 0.06 -0.54 0.039
C -0.296 -2.995 0.050 0.45 0.09 -0.21 -0.173
C -2.426 -3.565 2.030 0.12 -0.47 0.34 -0.181
C -3.110 -3.306 -0.871 -0.07 -0.54 -0.39 -0.175
C 2.322 1.791 2.756 -0.26 0.14 -0.03 -0.335
C -0.220 0.774 3.166 -0.26 0.13 -0.14 -0.308
C 1.907 -0.953 2.898 0.01 -0.08 -0.43 -0.293
C 1.557 1.649 -3.181 -0.02 0.27 -0.33 -0.333
C -1.045 0.785 -2.585 -0.02 0.35 -0.16 -0.307
C 0.914 -1.061 -2.961 0.47 -0.28 -0.07 -0.295
H 4.496 4.163 -1.476 -0.19 0.15 0.50 0.063
H 2.260 5.192 -0.752 0.36 0.02 0.07 0.037
H -0.125 -4.084 0.024 -0.02 0.22 0.04 0.098
H 0.378 -2.549 0.800 -0.39 -0.16 -0.13 0.055
H -0.020 -2.577 -0.935 -0.36 -0.16 0.47 0.042
H -3.367 -4.137 1.987 0.36 0.28 -0.10 0.076
H -2.494 -2.812 2.832 0.08 -0.26 -0.36 0.069
H -1.618 -4.269 2.289 -0.24 0.19 -0.08 0.084
H -2.949 -4.382 -1.024 -0.13 0.11 -0.03 0.094
H -2.865 -2.789 -1.807 0.09 -0.05 0.25 0.082
H -4.169 -3.124 -0.638 0.48 -0.12 0.10 0.046
H 2.363 1.632 3.840 0.19 0.17 -0.20 0.067
H 1.836 2.761 2.571 0.44 0.00 0.08 0.034
H 3.355 1.770 2.360 -0.32 0.07 0.20 0.024
H 0.005 0.406 4.179 -0.05 0.21 -0.32 0.061
H -1.100 0.242 2.778 0.24 0.16 0.31 -0.043
H -0.465 1.843 3.217 0.00 -0.22 0.03 0.049
H 2.021 -0.763 3.974 -0.06 -0.07 -0.30 0.063
H 2.874 -1.222 2.460 -0.18 -0.13 0.12 0.022
H 1.198 -1.772 2.735 0.28 -0.13 0.23 0.018
H 1.256 1.345 -4.199 0.34 0.48 0.25 0.062
H 2.666 1.611 -3.118 -0.49 -0.15 -0.09 0.039
H 1.237 2.697 -3.001 0.11 -0.44 -0.16 0.052
H -1.102 0.586 -3.670 -0.17 0.16 0.42 0.065
H -1.321 1.831 -2.391 -0.03 -0.26 -0.17 0.039
H -1.752 0.127 -2.052 0.35 0.20 -0.24 -0.006
H 0.904 -0.855 -4.040 -0.02 -0.17 0.23 0.063
H 0.098 -1.760 -2.738 0.21 0.13 -0.10 0.022
H 1.872 -1.513 -2.683 -0.16 -0.11 -0.17 0.030
C 5.300 -0.881 -0.834 -0.38 1.06 -0.35 -0.619
C 5.171 0.180 0.084 0.36 -0.09 0.22 -0.230
C 5.908 1.361 -0.081 0.15 -0.39 -0.66 -0.130
C 6.697 1.525 -1.244 -0.40 -0.21 0.75 -0.056
C 6.694 0.543 -2.232 -0.41 0.02 0.41 -0.049
C 5.979 -0.650 -2.042 -0.13 0.13 0.51 -0.094
Se 4.442 -2.526 -0.338 -0.02 0.10 -0.72 0.842
H 4.115 -2.847 -1.744 0.03 -0.15 0.32 -0.142
H 4.577 0.012 0.996 0.35 0.09 -0.23 0.065
H 5.902 2.123 0.698 0.14 -0.25 -0.19 0.094
H 7.328 2.399 -1.334 -0.11 0.03 -0.12 0.120
H 7.252 0.720 -3.146 -0.07 -0.19 0.08 0.122
H 5.936 -1.380 -2.837 0.26 -0.19 0.06 0.107
C -6.077 -1.213 -0.572 -0.13 0.35 0.07 -0.026
N -5.060 -1.189 0.499 0.91 0.64 -0.17 -0.242
C -5.393 -1.945 1.719 0.33 -0.17 -0.15 -0.017
C -4.011 -0.293 0.487 -2.00 0.32 0.09 -0.513
S -2.298 -0.733 0.650 0.36 0.82 0.21 0.860
N -4.240 1.014 0.384 0.85 -1.60 0.29 -0.131
C -5.596 1.563 0.505 -0.56 0.16 -0.05 0.028
C -3.122 1.965 0.376 0.19 0.52 -0.36 -0.029
H -5.684 -0.707 -1.471 -0.27 -0.24 0.39 0.115
H -7.019 -0.740 -0.236 0.40 -0.20 -0.28 0.107
H -6.295 -2.267 -0.812 0.10 0.36 0.03 0.107
H -4.670 -1.709 2.509 -0.30 -0.10 -0.14 0.097
H -6.406 -1.675 2.052 0.32 -0.02 -0.04 0.118
H -5.378 -3.018 1.496 -0.10 0.11 0.18 0.090
H -5.496 2.595 0.854 -0.14 -0.30 -0.05 0.113
H -6.100 1.566 -0.472 0.15 0.01 0.34 0.119
H -6.186 0.984 1.232 0.28 0.18 -0.31 0.117
H -2.511 1.865 1.287 -0.27 0.01 -0.27 0.090
H -2.495 1.821 -0.517 -0.22 0.05 0.35 0.070
H -3.565 2.966 0.347 0.34 -0.22 -0.02 0.115
```
Positions in Å, forces in eV/Å.

Results
HOMO energy (alpha / beta)	-0.4492 / -0.4798	Eh
LUMO energy (alpha / beta)	-0.3298 / -0.3298	Eh
spin multiplicity	7
charge	+3

---

Record 4
Molecular formula: C2H2CrF2LiO
Method: DFT, ωB97M-V/def2-TZVPD

Structure (XYZ):
```
9
Properties=species:S:1:pos:R:3:forces:R:3:nbo_charge:R:1
F -1.232 2.178 -0.007 0.17 -1.31 0.25 -0.778
C -0.703 0.195 0.369 0.58 0.07 0.13 0.286
C 0.418 -0.228 -0.330 -1.63 0.43 -0.26 -0.179
O 1.637 0.122 0.092 -0.91 -0.17 0.49 -0.924
H -0.702 0.428 1.447 -0.22 0.11 -0.94 0.199
H 0.271 -0.319 -1.424 0.02 -0.18 0.41 0.166
Cr 3.404 0.090 -0.117 1.16 0.01 -0.18 0.761
Li -1.158 -2.113 0.066 0.18 0.94 -0.14 0.898
F -1.935 -0.352 -0.096 0.65 0.10 0.25 -0.429
```
Positions in Å, forces in eV/Å.

Results
HOMO energy (alpha / beta)	-0.2452 / -0.2542	Eh
LUMO energy (alpha / beta)	-0.0448 / -0.0452	Eh
spin multiplicity	6
charge	0